(1)
5 unconnected molecules or ions with the total composition C59H43N2O10P, computed with ωB97M-V with the def2-TZVPD basis set.

**HOMO-LUMO gap**: 0.2766 hartree
**SMILES string**: O=C1c2ccccc2C(=O)c2ccccc21.O=C1c2ccccc2C(=O)c2ccccc21.O=C1c2ccccc2C(=O)c2ccccc21.O=C1c2ccccc2C(=O)c2ccccc21.CCN[PH3]CON=O
**Net charge**: 0

Each line ends with the Mulliken charge.
Element x y z (Å)
O (-4.466, -0.448, 2.729)  -0.571
C (-5.162, -0.571, 1.741)  0.350
C (-6.154, -1.678, 1.634)  0.266
C (-6.300, -2.558, 2.699)  -0.621
C (-7.230, -3.580, 2.627)  -0.567
C (-8.019, -3.727, 1.491)  -0.497
C (-7.871, -2.859, 0.423)  -0.617
C (-6.937, -1.833, 0.488)  0.372
C (-6.781, -0.922, -0.684)  0.463
O (-7.427, -1.086, -1.695)  -0.680
C (-5.799, 0.196, -0.566)  0.546
C (-5.645, 1.072, -1.632)  -0.768
C (-4.751, 2.123, -1.538)  -0.497
C (-4.009, 2.309, -0.377)  -0.641
C (-4.153, 1.437, 0.687)  -0.457
C (-5.044, 0.374, 0.596)  0.149
H (-5.680, -2.428, 3.576)  0.521
H (-7.343, -4.264, 3.457)  0.416
H (-8.749, -4.524, 1.440)  0.400
H (-8.472, -2.966, -0.469)  0.489
H (-6.230, 0.915, -2.528)  0.492
H (-4.629, 2.803, -2.372)  0.460
H (-3.314, 3.136, -0.305)  0.441
H (-3.575, 1.567, 1.592)  0.536
O (-1.523, -0.118, -2.705)  -0.682
C (-0.463, -0.437, -2.208)  0.412
C (0.827, -0.160, -2.904)  0.478
C (0.795, 0.484, -4.132)  -0.963
C (1.975, 0.790, -4.787)  -0.457
C (3.195, 0.445, -4.216)  -0.687
C (3.232, -0.212, -2.997)  -0.366
C (2.050, -0.518, -2.336)  0.302
C (2.109, -1.232, -1.027)  0.442
O (3.167, -1.584, -0.552)  -0.633
C (0.821, -1.494, -0.321)  0.284
C (0.847, -2.126, 0.915)  -0.514
C (-0.335, -2.357, 1.598)  -0.954
C (-1.548, -1.957, 1.049)  -0.254
C (-1.581, -1.338, -0.189)  -0.775
C (-0.399, -1.104, -0.878)  0.207
H (-0.162, 0.744, -4.561)  0.560
H (1.946, 1.300, -5.741)  0.443
H (4.118, 0.689, -4.724)  0.428
H (4.173, -0.490, -2.544)  0.561
H (1.799, -2.427, 1.331)  0.548
H (-0.314, -2.843, 2.565)  0.449
H (-2.470, -2.127, 1.590)  0.471
H (-2.520, -1.025, -0.626)  0.714
O (1.308, 6.151, -5.723)  -0.659
C (0.566, 6.070, -6.678)  0.573
C (-0.468, 4.997, -6.762)  0.273
C (-0.591, 4.099, -5.709)  -0.766
C (-1.555, 3.107, -5.758)  -0.423
C (-2.402, 3.007, -6.856)  -0.846
C (-2.281, 3.896, -7.910)  -0.607
C (-1.313, 4.892, -7.868)  0.190
C (-1.192, 5.830, -9.023)  0.629
O (-1.895, 5.712, -10.003)  -0.655
C (-0.175, 6.918, -8.928)  0.173
C (-0.062, 7.825, -9.974)  -0.556
C (0.863, 8.852, -9.899)  -0.486
C (1.679, 8.978, -8.780)  -0.465
C (1.576, 8.074, -7.739)  -0.577
C (0.651, 7.040, -7.808)  0.206
H (0.074, 4.190, -4.861)  0.530
H (-1.653, 2.410, -4.936)  0.785
H (-3.157, 2.232, -6.889)  0.446
H (-2.928, 3.830, -8.773)  0.478
H (-0.705, 7.715, -10.836)  0.475
H (0.948, 9.559, -10.714)  0.400
H (2.398, 9.785, -8.723)  0.401
H (2.206, 8.156, -6.864)  0.474
O (8.093, -1.919, 3.851)  -0.662
C (7.751, -2.993, 3.405)  0.556
C (7.893, -4.242, 4.210)  0.205
C (8.404, -4.157, 5.499)  -0.574
C (8.524, -5.299, 6.271)  -0.474
C (8.134, -6.532, 5.760)  -0.471
C (7.632, -6.624, 4.474)  -0.576
C (7.512, -5.481, 3.693)  0.218
C (6.980, -5.608, 2.304)  0.574
O (6.690, -6.691, 1.842)  -0.661
C (6.816, -4.357, 1.509)  0.204
C (6.292, -4.440, 0.225)  -0.674
C (6.113, -3.291, -0.524)  -0.383
C (6.456, -2.053, 0.006)  -0.364
C (6.987, -1.964, 1.280)  -0.684
C (7.170, -3.114, 2.037)  0.234
H (8.700, -3.190, 5.882)  0.474
H (8.921, -5.230, 7.275)  0.394
H (8.224, -7.422, 6.368)  0.398
H (7.329, -7.576, 4.060)  0.473
H (6.026, -5.411, -0.171)  0.483
H (5.696, -3.357, -1.520)  0.417
H (6.302, -1.154, -0.577)  0.400
H (7.260, -1.007, 1.704)  0.478
C (-2.765, 1.636, 5.659)  -1.210
C (-2.660, 0.126, 5.438)  -0.127
N (-1.698, -0.583, 6.273)  -0.362
P (-2.140, -0.926, 7.941)  0.421
C (-2.687, -1.496, 9.698)  -0.662
O (-1.606, -1.669, 10.636)  -0.230
N (-0.747, -0.524, 10.710)  0.212
O (-1.250, 0.357, 11.275)  -0.252
H (-2.788, 1.910, 6.714)  0.382
H (-1.932, 2.160, 5.187)  0.322
H (-3.684, 2.018, 5.208)  0.312
H (-2.394, -0.040, 4.392)  0.099
H (-3.644, -0.337, 5.556)  0.199
H (-0.774, -0.169, 6.192)  0.289
H (-2.203, 0.419, 8.373)  -0.069
H (-3.302, -1.558, 7.446)  -0.058
H (-0.947, -1.662, 8.090)  0.011
H (-3.156, -2.480, 9.638)  0.407
H (-3.419, -0.786, 10.107)  0.341

(2)
A molecular structure, C59H50N6O6P2Sr, computed with ωB97M-V with the def2-TZVPD basis set.

**HOMO-LUMO gap (alpha / beta)**: 0.2022 / 0.1246 hartree
**Net charge**: -2

Each line ends with the Mulliken charge.
Element x y z (Å)
Sr (-0.755, -0.492, -0.093)  0.810
C (-4.928, -0.600, -1.832)  -1.131
C (-4.522, -1.551, -0.763)  -0.191
N (-3.314, -1.667, -0.268)  0.899
C (-3.365, -2.627, 0.711)  0.035
C (-4.631, -3.117, 0.816)  -0.190
N (-5.356, -2.435, -0.162)  -0.064
C (-5.255, -4.120, 1.692)  0.491
O (-6.316, -4.774, 1.112)  -0.547
O (-4.976, -4.342, 2.829)  -0.528
C (-2.068, -2.919, 1.431)  -0.169
O (-1.754, -4.067, 1.701)  -0.761
O (-1.396, -1.837, 1.609)  0.987
H (-4.308, 0.294, -1.759)  -0.041
H (-5.980, -0.322, -1.732)  0.478
H (-4.766, -1.047, -2.815)  0.231
H (-6.359, -2.425, -0.248)  0.329
H (-6.247, -4.689, 0.152)  0.356
C (3.929, 4.722, 4.205)  -1.807
C (2.638, 4.757, 3.365)  1.636
C (2.079, 6.192, 3.354)  -1.845
C (2.954, 4.319, 1.943)  0.686
C (3.845, 5.072, 1.179)  -0.334
C (4.169, 4.689, -0.107)  -1.694
C (3.623, 3.521, -0.633)  -0.421
C (2.740, 2.717, 0.083)  -0.286
P (2.084, 0.930, -0.572)  2.369
C (3.558, 0.081, 0.078)  -0.277
C (4.207, 0.205, 1.272)  -0.093
C (4.932, -0.882, 1.799)  -1.007
C (4.908, -2.145, 1.138)  -0.507
C (4.260, -2.327, -0.041)  -1.256
C (3.576, -1.187, -0.730)  -0.317
C (2.318, 1.365, -2.345)  -0.049
C (1.167, 1.667, -3.076)  -0.882
C (1.224, 1.873, -4.449)  -0.484
C (2.436, 1.786, -5.121)  -0.680
C (3.591, 1.496, -4.405)  -1.011
C (3.530, 1.292, -3.032)  0.007
C (2.412, 3.177, 1.361)  -0.409
O (1.494, 2.393, 2.050)  0.205
C (1.090, 2.730, 3.304)  -0.613
C (0.101, 1.912, 3.871)  0.000
C (-0.325, 2.191, 5.162)  -0.327
C (0.200, 3.258, 5.876)  -1.590
C (1.150, 4.066, 5.279)  -0.298
C (1.610, 3.828, 3.988)  0.670
P (-0.671, 0.559, 2.862)  1.428
C (-2.342, 1.307, 2.627)  0.679
C (-2.495, 2.687, 2.498)  -0.646
C (-3.719, 3.235, 2.148)  -0.664
C (-4.815, 2.416, 1.922)  -0.778
C (-4.678, 1.042, 2.052)  -0.846
C (-3.452, 0.491, 2.394)  -0.342
C (-0.931, -0.668, 4.211)  0.289
C (-2.065, -0.777, 5.007)  -0.077
C (-2.167, -1.784, 5.963)  -0.907
C (-1.131, -2.690, 6.136)  -0.586
C (0.013, -2.582, 5.354)  -0.569
C (0.107, -1.583, 4.398)  -0.700
H (4.689, 5.377, 3.772)  0.394
H (4.330, 3.708, 4.236)  0.332
H (3.737, 5.048, 5.230)  0.395
H (2.808, 6.890, 2.937)  0.383
H (1.832, 6.524, 4.365)  0.381
H (1.175, 6.238, 2.746)  0.385
H (4.290, 5.966, 1.602)  0.311
H (4.852, 5.289, -0.698)  0.374
H (3.901, 3.232, -1.639)  0.438
H (4.126, 1.125, 1.845)  0.526
H (5.447, -0.785, 2.747)  0.379
H (5.415, -2.983, 1.603)  0.367
H (4.275, -3.295, -0.530)  0.541
H (4.096, -1.009, -1.685)  0.258
H (0.210, 1.742, -2.564)  0.434
H (0.314, 2.096, -4.994)  0.448
H (2.481, 1.937, -6.193)  0.375
H (4.542, 1.424, -4.919)  0.405
H (4.444, 1.079, -2.486)  0.515
H (-1.081, 1.562, 5.613)  0.422
H (-0.138, 3.463, 6.884)  0.398
H (1.544, 4.912, 5.830)  0.345
H (-1.645, 3.343, 2.649)  0.263
H (-3.809, 4.308, 2.029)  0.387
H (-5.765, 2.846, 1.627)  0.334
H (-5.525, 0.388, 1.870)  0.403
H (-3.350, -0.583, 2.473)  0.348
H (-2.886, -0.081, 4.878)  0.428
H (-3.066, -1.868, 6.561)  0.397
H (-1.223, -3.490, 6.861)  0.347
H (0.820, -3.295, 5.469)  0.402
H (0.986, -1.522, 3.763)  0.438
N (-0.319, -6.497, -10.167)  -0.754
C (-0.485, -5.749, -9.285)  0.322
C (-0.682, -4.847, -8.223)  0.181
C (-0.150, -5.100, -6.905)  -0.944
C (-0.367, -4.230, -5.876)  -0.287
C (-1.125, -3.045, -6.071)  0.712
C (-1.661, -2.778, -7.359)  -0.405
C (-1.450, -3.638, -8.398)  -0.899
N (-1.368, -2.152, -4.986)  0.480
C (-1.529, -0.788, -5.060)  -0.689
C (-1.758, -0.353, -3.782)  -0.804
N (-1.742, -1.418, -2.915)  0.566
C (-1.506, -2.476, -3.680)  -1.110
H (0.440, -5.992, -6.739)  0.368
H (0.068, -4.432, -4.903)  0.286
H (-2.267, -1.891, -7.512)  0.341
H (-1.877, -3.423, -9.370)  0.370
H (-1.430, -0.258, -5.992)  0.436
H (-1.943, 0.652, -3.427)  0.534
H (-1.458, -3.498, -3.338)  0.460
C (1.162, -2.981, 0.316)  -0.958
O (1.190, -1.617, -0.133)  0.477
C (2.097, -1.197, -1.189)  1.020
C (1.825, -1.923, -2.481)  -2.173
H (0.654, -3.634, -0.402)  0.256
H (0.607, -3.006, 1.250)  -0.038
H (2.165, -3.363, 0.503)  0.246
H (2.177, -2.968, -2.485)  0.258
H (2.333, -1.404, -3.298)  0.493
H (0.760, -1.935, -2.715)  0.426
N (-2.915, 2.264, -1.174)  -1.033
C (-2.127, 1.475, -0.832)  0.645